Entry 1:
The following is a DFT calculation (wB97M-V/def2-TZVPD) of a 3-piece molecular cluster, C9H18N2O2 overall in a non-equilibrium geometry.

LUMO (spin up / spin down): 0.537 / 0.387 eV
Spin multiplicity: 1
Total charge: 0
Molecular weight: 186.255 g/mol

Geometry as XYZ:
```
31
Properties=species:S:1:pos:R:3:forces:R:3:lowdin_charge:R:1
C -1.34521 -0.34050 1.22439 1.08 1.24 1.31 -0.378
C 1.85932 -1.88614 3.05417 -0.09 -1.10 0.31 -0.445
C -1.81151 -1.70566 1.59208 1.08 -1.92 -0.04 -0.076
C -2.05950 0.74282 2.04293 0.02 -0.01 -1.84 -0.029
C 1.01790 -1.48453 -1.72982 -0.51 0.88 2.09 -0.028
C -0.61968 0.29559 -2.39568 1.56 1.89 -1.08 -0.042
C 1.93291 0.81814 -2.04460 0.18 3.76 0.14 -0.077
C 0.42161 2.74220 0.14884 0.36 -1.26 0.66 0.086
C 0.70429 0.05706 -1.65496 -0.13 -1.03 -0.66 -0.632
N -0.38257 -0.23085 0.39982 -0.63 -0.91 -0.81 0.013
N 0.45684 0.45209 -0.26519 0.32 1.24 2.46 0.007
O 2.42382 -1.04240 3.56942 1.01 2.16 0.66 0.226
O 1.34030 -2.82459 2.64989 -0.95 -1.03 -1.03 0.208
H -1.72425 -1.99193 2.69377 0.16 0.64 -1.29 0.096
H -2.88008 -1.78688 1.37213 0.09 -0.28 -0.21 0.070
H -1.16236 -2.43083 0.97658 -1.38 0.74 1.02 0.097
H -1.92002 0.67092 3.11756 -0.12 -0.26 0.01 0.079
H -1.83112 1.74625 1.70379 0.16 0.09 0.13 0.038
H -3.08190 0.55475 1.70402 -0.37 0.30 0.83 0.079
H 0.31476 -1.78131 -0.95662 -0.40 -1.13 -0.48 0.050
H 0.89399 -1.96088 -2.67518 -0.53 0.03 -0.76 0.070
H 1.95852 -1.84508 -1.33045 0.61 0.62 0.05 0.076
H -1.39625 -0.23209 -1.82028 0.02 0.11 -0.89 0.077
H -0.46028 0.08206 -3.50581 -0.81 -0.14 1.49 0.105
H -0.72875 1.42627 -2.31101 -0.49 -1.33 -0.16 0.087
H 1.76502 1.97963 -2.38953 0.18 -2.85 0.81 0.123
H 2.54857 0.87216 -1.11880 -0.24 0.04 -0.69 0.087
H 2.52198 0.34798 -2.79254 0.30 -0.45 -0.84 0.054
H 0.50801 3.25683 -0.80586 -0.25 -0.14 0.31 -0.006
H -0.52482 2.64290 0.68130 0.19 0.34 -0.67 -0.032
H 1.26047 2.85602 0.86564 -0.43 -0.24 -0.83 0.018
```
Forces are in eV/Å.

Entry 2:
The following is a DFT calculation (wB97M-V/def2-TZVPD) of C9H18N2O3 as an isolated structure in a non-equilibrium geometry.

LUMO: 0.510 eV
Spin multiplicity: 1
Total charge: 0
Molecular weight: 202.254 g/mol

Geometry as XYZ:
```
32
Properties=species:S:1:pos:R:3:forces:R:3:lowdin_charge:R:1
C 1.52876 0.61824 -1.97168 4.20 -2.58 -1.32 -0.367
C 0.78809 0.74617 -0.72883 -1.81 2.62 -1.56 -0.518
C 3.06114 0.02302 -1.49260 0.16 -1.93 -1.55 -0.035
C -0.25940 -0.55021 0.84546 -2.96 2.27 3.91 -0.267
C 0.44781 -1.54072 1.70440 0.48 2.89 -3.24 -0.586
C -1.68382 -1.13407 0.90349 -2.77 4.09 0.88 -0.085
C -2.60896 0.08576 0.46953 3.50 1.83 -2.92 -0.357
C -2.29957 0.43397 -1.13145 0.15 2.79 -0.95 -0.081
C -2.55762 1.46179 1.22461 -2.94 -4.11 2.15 -0.065
H 2.13796 2.44480 -2.20021 -1.08 -0.14 -1.21 0.091
H 0.52608 2.11879 -2.81268 3.25 -0.28 -0.17 0.135
H 1.16391 -0.30146 -2.53871 0.15 1.42 0.46 0.149
H 3.64406 0.54219 -0.71486 -0.46 0.68 -0.66 0.054
H 3.70529 -0.18044 -2.45537 -1.19 0.91 1.81 0.093
H 3.06342 -1.04862 -1.01535 -0.89 1.76 -0.94 0.082
H 0.59703 -1.31260 -0.81952 0.10 0.82 -0.03 0.160
H -0.35314 0.59765 1.17320 0.60 -2.87 0.18 0.180
H -1.85347 -1.74812 0.06624 -0.06 -1.70 -0.47 0.095
H -2.31623 -1.38029 1.85961 2.46 -0.40 -1.27 0.170
H -3.49342 -0.37158 0.56249 -3.95 -1.00 -0.10 0.057
H -3.30522 0.82292 -1.69288 2.29 -1.50 1.22 0.085
H -1.67082 1.62321 -1.11464 -1.55 -4.02 -0.24 0.137
H -1.61629 -0.40595 -1.79730 -2.54 2.61 1.96 0.123
H -3.41500 2.05062 1.03046 -0.81 0.69 -1.07 0.063
H -1.70063 1.91295 0.96536 2.98 2.05 -0.39 -0.003
H -2.74066 1.30930 2.32799 0.98 -0.01 -0.76 0.102
H 1.06861 -2.04383 3.33760 -0.06 -0.31 0.21 0.149
N 1.60190 1.79530 -2.83684 -1.99 0.57 1.88 0.025
N 0.21741 -0.42794 -0.45936 0.68 -1.75 1.61 0.068
O 0.45510 1.86684 -0.27753 1.12 -2.09 0.24 0.019
O 1.02859 -2.33437 1.05186 2.12 -3.58 -0.39 0.130
O 0.43190 -1.41556 2.97247 -0.14 0.26 2.72 0.196
```
Forces are in eV/Å.

Entry 3:
The following is a DFT calculation (wB97M-V/def2-TZVPD) of an isolated ion of composition C9H18N3 and charge +1 in a non-equilibrium geometry.

LUMO (spin up / spin down): -5.614 / -5.614 eV
Spin multiplicity: 1
SMILES: C[N+](C)=N/C=C\C=N\C(C)(C)C
Total charge: +1
Molecular weight: 168.264 g/mol

Geometry as XYZ:
```
30
Properties=species:S:1:pos:R:3:forces:R:3:lowdin_charge:R:1
C 4.52000 0.38729 0.15335 0.15 0.35 -2.76 0.026
N 3.15482 -0.10695 0.28088 -1.14 2.15 -0.62 -0.202
C 2.98039 -1.27657 1.11318 0.13 -1.49 -2.69 0.022
N 2.09094 0.39950 -0.18745 1.11 -3.02 1.92 0.077
C 1.83019 1.49811 -0.84705 0.11 1.99 -0.95 -0.111
C 0.49092 1.70775 -1.10939 0.16 -1.11 1.13 0.099
C -0.39147 0.56699 -0.77717 -0.89 -1.25 -0.38 -0.127
N -1.65071 0.72472 -0.59128 2.48 2.17 0.27 0.090
C -2.68707 -0.11776 -0.08629 1.07 0.04 0.90 -0.595
C -2.17331 -1.50671 0.36943 0.54 -3.24 -0.36 -0.081
C -3.62984 -0.02331 -1.32594 -0.07 -2.43 0.07 -0.011
C -3.20147 0.51537 1.22793 -0.40 2.42 -1.02 -0.028
H 4.89237 0.32680 1.15197 0.93 0.30 0.31 0.088
H 5.12090 -0.22233 -0.63587 -1.02 0.64 1.68 0.151
H 4.47325 1.40646 -0.29542 0.24 -0.59 0.81 0.098
H 3.02882 -2.05792 0.29185 0.69 -0.10 1.58 0.139
H 3.72121 -1.30875 1.90236 -0.08 -0.32 -0.06 0.105
H 1.96213 -1.34466 1.38702 -0.88 0.27 0.92 0.080
H 2.58170 2.25148 -1.01418 0.18 0.27 -0.27 0.116
H 0.15221 2.70554 -1.35511 -0.30 -0.17 -0.34 0.132
H 0.19375 -0.40441 -0.71284 -1.26 1.00 0.11 0.125
H -1.22320 -1.56923 1.04841 -1.84 0.98 -0.91 0.099
H -2.94763 -2.22366 0.89900 1.22 1.84 -1.06 0.124
H -1.81335 -2.11713 -0.50854 -0.51 0.50 0.50 0.080
H -4.11077 -0.98756 -1.23435 -0.88 -0.23 -0.46 0.080
H -4.36329 0.73511 -1.54710 -0.09 0.66 1.17 0.086
H -3.08974 -0.08014 -2.26840 0.54 -0.18 0.15 0.081
H -2.84586 0.08811 2.12959 0.53 -1.04 0.56 0.055
H -2.76113 1.56108 1.27909 -1.26 -0.84 -0.17 0.104
H -4.30477 0.47279 1.26234 0.52 0.42 -0.04 0.097
```
Forces are in eV/Å.

Looking at DFT total energy for the records above, in order, we have -613.54365; -688.80440; -517.58006 a.u..
Looking at relative energy (zero: lowest compared OMol25 entry of this formula, charge and spin) for the records above, in order, we have 112.4; 131.3; 102.1 kcal per mole.